(1)
87
Properties=species:S:1:pos:R:3:forces:R:3 method="wB97M-V/def2-TZVPD" e_homo_ev="-8.61 / -8.65" e_tot_ha=-9241.69301 homo_lumo_gap_ev="7.445 / 7.046" multiplicity=2 lumo_energy_ev="-1.16 / -1.60"
Cu -0.684311 -1.275709 1.684017 -0.518 0.623 -1.333
N 6.584187 -0.132947 4.246455 0.008 -0.102 0.027
C 5.231776 -0.289506 4.135023 -0.216 -0.019 -0.004
C 4.709334 -1.135579 3.143592 0.036 -0.078 -0.038
C 3.350970 -1.310265 3.024219 -0.031 0.057 0.071
C 2.491738 -0.639695 3.890480 -0.314 -0.282 -0.101
C 2.985466 0.195680 4.881167 -0.149 0.024 0.080
C 4.348603 0.359819 5.010344 0.131 0.032 -0.051
S 0.784213 -0.681904 3.522347 1.214 1.775 0.571
O -0.009610 -0.202615 4.606952 0.073 -0.233 0.214
O 0.421623 -2.025560 3.000073 0.407 -0.695 0.450
N 0.619984 0.164012 2.127471 -0.369 -1.507 0.675
C 0.500207 1.528005 2.171382 -0.022 1.402 0.105
N 0.867619 2.173271 3.287224 0.081 -0.421 -0.017
C 0.716386 3.488055 3.301632 0.044 0.151 -0.051
C 0.210619 4.199190 2.227433 0.044 -0.116 -0.074
C -0.052447 3.452829 1.087620 -0.064 0.168 0.204
N 0.095868 2.136902 1.049661 -0.247 -0.529 -0.060
H 7.166399 -0.481229 3.506992 0.071 0.072 0.024
H 6.961281 0.578995 4.843079 0.017 0.035 -0.037
H 5.377640 -1.650078 2.465840 0.005 -0.034 -0.064
H 2.927915 -1.956506 2.266883 0.140 -0.084 -0.068
H 2.294512 0.719942 5.526903 0.011 0.015 -0.006
H 4.746662 1.012623 5.777240 -0.024 -0.002 0.024
H 1.040609 3.990288 4.207699 -0.083 0.011 0.016
H 0.059229 5.266807 2.263689 0.050 0.020 -0.028
H -0.388956 3.921224 0.170207 0.039 0.017 -0.011
C 1.265166 1.431103 -3.677792 0.102 -0.146 -0.056
O 1.060044 2.658295 -2.983290 -0.113 0.027 0.029
C 1.932348 3.028201 -2.046933 0.049 0.244 0.081
O 1.767531 4.044061 -1.420379 -0.096 -0.053 -0.078
C 3.077207 2.124254 -1.698866 -0.017 0.058 0.237
C 4.321071 2.432765 -2.047750 0.022 -0.045 -0.068
As 5.948839 1.613336 -1.364771 -0.112 0.114 -0.029
C 6.762735 1.216156 -3.116993 -0.032 -0.103 -0.030
C 5.182029 -0.153843 -1.076285 0.029 -0.177 -0.045
C 3.961085 -0.482570 -0.646714 -0.016 0.236 -0.008
As 2.527622 0.853574 -0.268738 0.558 -0.143 -0.341
C 3.479186 1.868771 1.116648 0.007 0.025 0.160
C 3.770557 -1.935673 -0.307214 0.386 -0.168 0.108
O 4.678056 -2.567543 0.179016 -0.170 0.059 0.111
O 2.611218 -2.573824 -0.500887 -0.145 0.030 0.167
C 1.494910 -2.005081 -1.173196 -0.207 -0.065 -0.105
C 6.238520 -1.177481 -1.351235 0.324 -0.137 0.002
O 6.224512 -1.998529 -2.225290 -0.136 0.037 -0.023
O 7.312188 -0.930705 -0.567812 -0.161 0.008 0.069
C 8.419643 -1.819899 -0.739752 0.040 -0.120 -0.118
C 4.557891 3.608176 -2.927053 0.092 0.241 -0.149
O 3.877499 3.939718 -3.861468 -0.086 -0.074 0.070
O 5.666275 4.266386 -2.531414 -0.050 -0.086 0.025
C 5.947524 5.496735 -3.207599 -0.084 0.102 -0.167
H 0.622609 1.465470 -4.552687 -0.009 0.020 0.025
H 0.973172 0.587108 -3.047498 -0.007 0.040 -0.017
H 2.302506 1.320731 -3.995209 -0.024 0.039 -0.001
H 6.991495 2.148534 -3.629426 -0.022 0.057 0.094
H 6.094106 0.617178 -3.732877 0.003 0.004 0.015
H 7.693785 0.671614 -2.967370 -0.013 0.001 0.044
H 4.553554 1.880379 0.941992 -0.021 0.004 -0.005
H 3.283511 1.434124 2.095285 -0.016 -0.076 0.015
H 3.100700 2.891809 1.101774 -0.038 -0.017 -0.046
H 1.021448 -2.825222 -1.709296 0.018 0.007 -0.021
H 1.800303 -1.241444 -1.887691 -0.058 -0.029 0.010
H 0.776818 -1.590732 -0.453491 0.262 0.045 -0.218
H 9.276870 -1.339751 -0.276798 -0.044 0.027 0.028
H 8.604003 -1.995498 -1.798260 0.022 0.005 0.025
H 8.208508 -2.771879 -0.253194 -0.021 0.015 -0.018
H 7.009677 5.688342 -3.088883 -0.008 -0.052 0.054
H 5.367076 6.299159 -2.753340 0.007 -0.022 0.003
H 5.682380 5.421353 -4.260104 0.050 -0.013 0.013
O -2.633482 -1.814053 1.693104 -0.013 -0.304 -0.144
C -2.723070 -1.051046 0.695172 -0.640 -0.141 -0.032
O -1.674819 -0.562178 0.185668 -0.029 0.147 -0.214
C -4.064726 -0.668701 0.175690 -0.134 0.182 -0.012
C -5.133415 -1.549385 0.259353 -0.067 -0.206 0.078
C -6.386830 -1.122880 -0.141755 0.392 0.330 -0.047
C -6.608686 0.166170 -0.590534 -0.154 0.049 -0.036
C -5.528598 1.027151 -0.653057 0.014 -0.463 0.153
C -4.254715 0.624531 -0.294527 0.130 0.117 -0.102
N -5.759768 2.412183 -1.088205 -0.008 0.194 -0.098
O -4.856850 3.204694 -0.916223 -0.081 -0.083 -0.053
O -6.839082 2.666275 -1.582971 0.126 0.001 0.070
N -7.523153 -2.053649 -0.074430 -0.163 -0.174 0.009
O -7.282920 -3.198291 0.251247 -0.046 0.131 -0.032
O -8.620393 -1.614767 -0.351919 0.124 -0.063 0.035
H -4.995283 -2.554670 0.630777 -0.006 0.014 0.046
H -7.597526 0.492323 -0.873521 -0.007 0.003 -0.022
H -3.415181 1.302187 -0.370751 -0.039 0.049 0.043



(2)
84
Properties=species:S:1:pos:R:3:forces:R:3 method="wB97M-V/def2-TZVPD" e_homo_ev=-2.00 e_tot_ha=-5316.46498 e_above_lowest_ev=0.000 homo_lumo_gap_ev=5.373 total_charge=-2 lumo_energy_ev=3.37
Rb 0.731024 0.499619 -0.265690 -0.159 0.036 0.521
C -5.501418 -2.215009 1.016185 0.003 0.004 -0.005
S -4.155866 -3.174549 1.726491 0.048 0.120 -0.038
C -2.672729 -2.447584 0.974166 -0.310 -0.408 -0.074
S -2.773193 -1.072809 -0.016974 0.038 0.094 0.021
N -1.667706 -3.178709 1.335732 0.181 0.232 -0.034
N -0.454640 -2.822154 0.767545 0.016 -0.017 0.090
C 0.519557 -2.841846 1.584707 0.044 -0.017 0.024
C 1.913223 -2.552280 1.187400 -0.141 0.047 -0.094
C 2.890331 -2.491722 2.169848 0.157 0.006 0.022
C 4.184873 -2.140899 1.815908 -0.029 0.038 -0.037
C 4.450075 -1.843137 0.492092 -0.034 -0.025 0.000
C 3.407045 -1.932526 -0.425643 0.082 -0.047 0.064
N 2.173735 -2.293782 -0.102037 -0.026 0.010 0.062
H -6.370720 -2.423759 1.641461 -0.050 0.036 -0.024
H -5.709453 -2.497508 -0.015497 0.023 -0.034 0.022
H -5.258875 -1.153808 1.033761 -0.001 -0.009 0.076
H 0.344491 -3.048447 2.643950 0.000 -0.035 -0.013
H 2.628534 -2.650608 3.207729 -0.004 -0.030 -0.003
H 4.946342 -2.019899 2.574229 0.006 0.000 0.002
H 5.425055 -1.497579 0.176447 0.002 0.003 -0.001
H 3.569703 -1.674047 -1.468121 -0.002 0.014 -0.012
C 0.698688 1.864259 4.537854 -0.003 -0.001 0.014
C 0.384733 0.958591 3.522533 0.002 0.045 -0.001
N -0.609225 1.178852 2.680593 0.231 -0.042 0.073
C -1.293558 2.310939 2.851375 -0.184 -0.086 -0.092
C -1.000349 3.190879 3.876977 -0.049 0.023 -0.007
N -0.000230 2.973383 4.732115 0.034 -0.011 0.024
C -2.380955 2.542119 1.862887 0.063 0.008 -0.001
C -3.626043 3.036348 2.235128 -0.033 -0.031 0.037
C -4.613153 3.158022 1.266045 0.025 -0.011 0.021
C -4.305565 2.777408 -0.032756 -0.065 0.039 -0.050
C -3.032540 2.293870 -0.312237 0.044 -0.013 0.031
N -2.089753 2.193382 0.616256 -0.032 0.042 -0.023
C -2.641935 1.853692 -1.678634 -0.028 -0.107 -0.060
C -3.566095 1.365048 -2.596066 -0.022 0.012 0.019
N -3.211458 0.991324 -3.822006 0.022 -0.014 -0.039
C -1.918189 1.077176 -4.112725 -0.046 -0.007 -0.004
C -0.978805 1.509584 -3.184418 0.042 0.092 -0.014
N -1.348848 1.907679 -1.977479 0.061 0.139 -0.052
C -5.962100 3.660027 1.612222 0.012 0.011 0.007
C -6.146499 4.645581 2.576398 0.012 0.053 0.002
C -7.428803 5.080278 2.867131 -0.029 -0.022 -0.025
N -8.526187 4.610407 2.274816 0.039 -0.015 -0.014
C -8.343903 3.664393 1.353900 0.001 0.029 0.029
C -7.104055 3.163613 0.992779 -0.024 -0.052 -0.006
H 1.549534 1.674637 5.178884 0.009 0.001 0.006
H 0.987752 0.070907 3.394018 0.012 -0.005 -0.019
H -1.566423 4.108400 4.001957 0.000 0.005 -0.003
H -3.836666 3.261367 3.273160 0.028 -0.004 -0.012
H -5.038440 2.891019 -0.821294 0.034 -0.025 -0.005
H -4.609508 1.243203 -2.330425 -0.002 0.007 0.003
H -1.613859 0.779277 -5.110482 0.005 -0.004 0.007
H 0.081512 1.540479 -3.405600 0.024 0.009 -0.013
H -5.294940 5.085817 3.078833 -0.022 0.003 0.013
H -7.583941 5.851420 3.614192 0.004 0.006 0.002
H -9.241727 3.279632 0.882108 -0.001 -0.003 -0.002
H -7.028387 2.372015 0.258453 -0.021 0.013 0.004
N 4.814471 1.822475 0.430159 -0.068 -0.035 -0.011
C 4.123547 2.003796 -0.765878 0.061 -0.005 0.043
N 4.771754 1.982770 -1.930370 -0.013 -0.029 -0.015
N 3.818171 2.262233 -2.835475 0.030 0.005 -0.074
N 2.678635 2.431589 -2.240239 0.013 -0.063 0.026
N 2.836723 2.286832 -0.903364 -0.008 0.021 0.024
C 4.375717 1.244275 1.615937 0.089 0.000 -0.103
N 5.268560 0.993152 2.577371 -0.001 0.089 0.029
N 4.534321 0.495168 3.581432 -0.013 -0.192 0.018
N 3.289776 0.431812 3.227001 0.018 0.065 0.065
N 3.140362 0.900030 1.964415 -0.027 0.137 -0.096
H 5.807713 1.730536 0.297985 -0.025 0.011 0.012
C -2.004178 -2.567268 -3.215833 0.070 0.018 0.021
As -0.093475 -2.343084 -3.137429 -0.050 -0.131 -0.046
C 0.553490 -3.941950 -2.291444 0.000 0.037 0.022
C 0.480620 -2.504053 -4.983555 0.020 0.009 0.026
O 0.432511 -0.924703 -2.512873 -0.051 -0.025 -0.374
H -2.224509 -3.574063 -3.573891 -0.023 0.002 0.015
H -2.439185 -1.827387 -3.886027 0.011 0.028 0.005
H -2.393169 -2.410386 -2.207765 -0.034 -0.017 -0.011
H 0.215685 -4.808104 -2.862156 -0.027 -0.008 0.003
H 0.155347 -3.946376 -1.277027 0.048 -0.014 -0.005
H 1.639748 -3.905799 -2.249471 -0.016 0.006 0.024
H 0.074462 -3.406102 -5.441737 0.007 -0.012 0.000
H 1.569186 -2.529676 -5.004592 -0.003 0.007 -0.016
H 0.137362 -1.624754 -5.527066 0.002 -0.004 0.004



(3)
83
Properties=species:S:1:pos:R:3:forces:R:3 method="wB97M-V/def2-TZVPD" e_homo_ev="-11.00 / -11.00" e_tot_ha=-2609.73267 e_above_lowest_ev=0.000 homo_lumo_gap_ev="6.193 / 6.204" total_charge=+1 lumo_energy_ev="-4.80 / -4.79"
Ru -0.279742 -0.283164 0.503119 0.144 0.117 -0.282
C -0.213583 -4.621175 1.004756 0.029 0.006 0.025
C -0.167918 -3.500470 0.174586 -0.055 -0.026 -0.019
N -0.218092 -2.383509 0.893727 0.038 -0.016 0.007
N -0.284479 -2.765944 2.196729 -0.109 0.041 -0.028
C -0.288117 -4.107060 2.279163 0.041 -0.014 0.009
B -0.428505 -1.726755 3.305892 -0.005 -0.009 0.003
N -1.688741 -0.895938 3.078579 -0.007 -0.005 0.026
C -2.745824 -0.689521 3.890258 0.004 0.010 -0.003
C -3.691626 0.030923 3.196086 0.005 0.010 0.000
C -3.127950 0.231018 1.930249 0.001 0.019 -0.011
N -1.931979 -0.334333 1.870954 0.016 -0.095 0.017
N 0.852119 -0.789375 3.081559 0.020 0.042 0.008
C 2.116416 -0.798378 3.714713 0.015 -0.005 -0.020
C 2.982440 -0.096730 2.982043 -0.027 0.016 0.018
C 2.204857 0.495852 1.851256 0.019 -0.011 -0.004
N 0.897815 -0.125834 1.997171 0.036 -0.030 0.080
H -0.192964 -5.655412 0.711669 -0.005 0.000 0.000
H -0.120917 -3.455593 -0.897390 -0.036 -0.018 0.027
H -0.342597 -4.593288 3.238750 -0.008 -0.001 -0.001
H -0.387994 -2.205291 4.396427 0.006 -0.012 -0.009
H -2.749116 -1.077791 4.894937 -0.002 -0.002 0.000
H -4.652635 0.360748 3.547928 0.000 0.000 0.000
H -3.518053 0.758112 1.073232 -0.004 -0.006 -0.005
H 2.233693 -1.330039 4.643878 -0.002 0.006 0.004
H 4.011000 0.122409 3.214553 0.003 -0.009 -0.008
H 2.073203 1.570939 2.036247 -0.052 0.027 0.002
C -0.599695 2.382465 2.865293 0.026 -0.026 -0.005
C -0.714872 2.670943 1.400885 0.052 0.060 0.023
C -1.004493 3.927053 0.875837 -0.018 0.003 -0.018
C -1.054343 3.749190 -0.488256 -0.008 -0.055 -0.053
N -0.804936 2.464068 -0.758683 0.067 -0.032 0.042
N -0.569868 1.788248 0.393208 -0.131 -0.049 0.045
B -0.668195 1.810907 -2.158925 -0.145 -0.113 -0.027
N 0.818405 1.710098 -2.532703 -0.037 0.075 -0.028
C 1.577669 2.769322 -2.883737 0.084 -0.019 0.011
C 2.786548 2.298011 -3.336673 -0.003 0.032 0.065
C 2.687192 0.902491 -3.218727 -0.038 0.020 -0.074
C 3.687720 -0.123107 -3.644940 -0.005 -0.004 0.003
N 1.490515 0.561579 -2.735205 0.004 -0.080 -0.041
N -1.466883 0.460670 -2.166794 0.145 -0.015 -0.017
C -2.482522 0.234443 -3.014690 0.052 -0.023 -0.025
C -3.209223 -0.842027 -2.568121 0.030 -0.022 -0.031
C -2.584751 -1.246034 -1.390943 0.059 -0.059 -0.093
C -3.053702 -2.375694 -0.533469 0.028 0.015 0.047
N -1.513221 -0.466441 -1.163898 -0.167 0.178 0.225
N -1.320480 2.705005 -3.204751 0.145 0.065 -0.091
C -1.004924 2.714905 -4.526970 -0.051 0.021 -0.019
C -2.018252 3.350772 -5.193720 0.014 -0.025 -0.026
C -2.946156 3.701554 -4.188049 -0.026 0.021 0.042
C -4.241306 4.432266 -4.337858 0.001 0.001 -0.014
N -2.526033 3.297172 -3.001647 -0.039 -0.065 0.079
H -1.128729 3.163585 3.408395 0.003 0.001 0.001
H 0.434323 2.416385 3.215786 0.032 -0.020 -0.004
H -1.035552 1.430900 3.154195 0.022 0.020 -0.010
H -1.181241 4.833811 1.427227 0.002 -0.001 0.003
H -1.289481 4.431804 -1.284239 -0.003 0.022 0.001
H 1.195119 3.775244 -2.826028 0.002 -0.002 0.020
H 3.615161 2.870519 -3.717233 -0.002 0.007 0.006
H 4.250918 0.248589 -4.499784 -0.001 -0.028 -0.018
H 3.198424 -1.050625 -3.940447 -0.013 -0.001 0.025
H 4.421148 -0.344616 -2.865382 0.005 0.029 -0.007
H -2.644655 0.863205 -3.872635 0.016 0.006 -0.012
H -4.084114 -1.275826 -3.019530 -0.002 0.001 0.002
H -4.130279 -2.478454 -0.662231 -0.003 0.005 0.020
H -2.846598 -2.219303 0.521819 0.031 -0.008 -0.011
H -2.601852 -3.319410 -0.835877 0.008 -0.016 -0.010
H -0.098512 2.260547 -4.892022 -0.004 0.024 -0.003
H -2.085562 3.546751 -6.250215 0.003 0.009 0.001
H -4.414406 4.696010 -5.379484 -0.003 -0.003 -0.001
H -4.241028 5.349344 -3.749113 0.003 -0.001 0.001
H -5.074972 3.818861 -3.996273 -0.001 0.000 0.005
F 1.135694 -2.173890 -1.945614 0.032 0.031 -0.015
C 1.968971 -1.517521 -1.141077 -0.107 0.091 -0.077
C 1.484254 -0.431328 -0.370129 -0.139 -0.060 0.196
C 2.592623 0.400878 0.349290 0.013 -0.030 0.054
F 2.533942 1.685134 -0.150411 0.007 0.010 -0.051
C 4.004437 -0.073195 0.222832 -0.026 -0.044 0.047
F 4.921212 0.686525 0.814882 0.006 -0.013 0.006
C 4.295406 -1.219629 -0.375417 -0.003 0.032 -0.024
F 5.517109 -1.720818 -0.437163 -0.003 0.009 -0.009
C 3.249097 -1.941110 -1.086194 0.025 -0.028 -0.007
F 3.637620 -3.013077 -1.739354 -0.003 0.015 0.016